1.
One molecule with the formula C4H8O2 at a distorted geometry, computed with the ωB97M-V functional and the def2-TZVPD basis.

Structure (ORCA input):
```
! RIJCOSX wB97M-V def2-TZVPD def2/J DEFGRID3
* xyz 0 1
C 1.48 -0.63 0.70
C 0.47 0.45 0.26
O 1.19 1.53 -0.32
C -0.50 -0.16 -0.72
C -1.89 -0.35 -0.30
O -1.52 0.72 -1.16
H 2.04 -0.98 -0.19
H 2.23 -0.26 1.40
H 0.98 -1.51 1.12
H -0.20 0.99 1.00
H 0.50 2.20 -0.26
H -0.09 -0.82 -1.48
H -2.18 -0.04 0.71
H -2.50 -1.13 -0.75
*
```

- E_LUMO (eV) = 1.04
- HOMO-LUMO gap (Ha) = 0.409
- F_max (eV/Å) = 1.64
- E_tot (eV) = -8371.04334
- energy above the lowest of the compared OMol25 structures with the same formula, charge and spin (kJ/mol) = 216.0

How positive or negative is each atom? The Löwdin charges in e answer that: number 1, C, carries -0.029; number 2, C, carries -0.412; number 3, O, carries -0.025; number 4, C, carries -0.285; number 5, C, carries -0.108; number 6, O, carries -0.029; number 7, H, carries 0.090; number 8, H, carries 0.079; number 9, H, carries 0.084; number 10, H, carries 0.161; number 11, H, carries 0.092; number 12, H, carries 0.155; number 13, H, carries 0.115; number 14, H, carries 0.112

2.
C5H12N2 as an isolated structure at a distorted geometry, computed with the ωB97M-V functional and the def2-TZVPD basis.

Structure (ORCA input):
```
! RIJCOSX wB97M-V def2-TZVPD def2/J DEFGRID3
* xyz 0 1
C 1.13 -0.21 0.72
C 1.36 -0.36 -0.74
C -1.38 0.48 -1.74
N -0.53 -0.41 -0.94
N 1.75 0.89 1.44
C -0.49 0.02 0.71
C -1.38 -0.72 1.49
H -0.86 -1.37 -0.96
H 1.35 -1.15 1.25
H 1.71 1.75 0.90
H 2.73 0.70 1.64
H 1.69 0.51 -1.29
H 1.66 -1.32 -1.14
H -0.65 1.09 0.77
H -0.96 1.49 -1.71
H -1.40 0.13 -2.77
H -2.40 0.51 -1.36
H -1.34 -1.80 1.48
H -2.00 -0.24 2.24
*
```

- E_LUMO (alpha / beta) (eV) = 0.70 / 0.70
- HOMO-LUMO gap (alpha / beta) (Ha) = 0.241 / 0.241
- F_max (eV/Å) = 2.58
- E_tot (eV) = -8355.14202
- energy above the lowest of the compared OMol25 structures with the same formula, charge and spin (kJ/mol) = 481.9

How positive or negative is each atom? The Löwdin charges in e answer that: number 1, C, carries -0.404; number 2, C, carries 0.065; number 3, C, carries -0.100; number 4, N, carries -0.061; number 5, N, carries 0.033; number 6, C, carries -0.351; number 7, C, carries -0.096; number 8, H, carries 0.117; number 9, H, carries 0.134; number 10, H, carries 0.068; number 11, H, carries 0.067; number 12, H, carries 0.091; number 13, H, carries 0.081; number 14, H, carries 0.113; number 15, H, carries 0.081; number 16, H, carries 0.075; number 17, H, carries 0.084; number 18, H, carries 0.002; number 19, H, carries 0.002

3.
C60H52BGeN2O3P2Ru as an isolated structure at a distorted geometry, computed with the ωB97M-V functional and the def2-TZVPD basis.

Structure (ORCA input):
```
! RIJCOSX wB97M-V def2-TZVPD def2/J DEFGRID3
* xyz -2 6
Ru -0.27 0.70 -1.05
O -0.08 0.24 1.35
P 0.95 -0.08 2.39
C 2.52 -0.69 1.62
P 3.00 0.15 0.08
O 1.91 0.11 -0.95
C 4.44 -0.77 -0.49
C 5.63 -0.13 -0.86
C 6.75 -0.86 -1.19
C 6.73 -2.25 -1.15
C 5.55 -2.90 -0.80
C 4.42 -2.17 -0.47
C 3.60 1.79 0.45
C 3.63 2.70 -0.61
C 4.17 3.97 -0.42
C 4.67 4.33 0.82
C 4.65 3.42 1.87
C 4.12 2.16 1.69
C 1.29 1.25 3.51
C 2.38 1.31 4.41
C 2.40 2.27 5.41
C 1.35 3.17 5.57
C 0.24 3.08 4.71
C 0.20 2.14 3.71
C 0.46 -1.42 3.47
C -0.91 -1.53 3.78
C -1.33 -2.35 4.80
C -0.41 -3.09 5.54
C 0.94 -2.99 5.25
C 1.39 -2.16 4.24
H 2.27 -1.71 1.31
H 3.35 -0.70 2.32
H 5.66 0.95 -0.88
H 7.67 -0.35 -1.47
H 7.62 -2.82 -1.39
H 5.52 -3.98 -0.77
H 3.49 -2.69 -0.24
H 3.20 2.41 -1.56
H 4.16 4.68 -1.24
H 5.06 5.33 0.98
H 5.03 3.71 2.85
H 4.09 1.46 2.52
H 3.21 0.61 4.32
H 3.26 2.32 6.08
H 1.38 3.92 6.35
H -0.60 3.76 4.83
H -0.65 2.08 3.04
H -1.61 -0.96 3.18
H -2.39 -2.44 5.01
H -0.75 -3.75 6.34
H 1.66 -3.57 5.83
H 2.45 -2.09 4.03
C 0.00 -0.57 -5.17
C 0.25 0.63 -5.82
C 0.34 1.81 -5.09
C 0.18 1.80 -3.69
C -0.09 0.57 -3.04
C -0.17 -0.59 -3.79
C 0.32 2.98 -2.86
C 0.45 4.27 -3.37
C 0.66 5.34 -2.54
C 0.73 5.13 -1.13
C 0.95 6.16 -0.21
C 0.99 5.92 1.15
C 0.79 4.63 1.62
C 0.56 3.59 0.74
C 0.54 3.80 -0.65
N 0.36 2.74 -1.50
H -0.08 -1.49 -5.74
H 0.37 0.66 -6.89
H 0.56 2.73 -5.60
H -0.36 -1.54 -3.30
H 0.36 4.43 -4.44
H 0.76 6.35 -2.93
H 1.10 7.17 -0.59
H 1.17 6.73 1.85
H 0.83 4.42 2.69
H 0.42 2.58 1.11
O 1.34 -2.71 -0.79
H 1.73 -1.94 -1.23
H 0.41 -2.41 -0.67
C -1.08 -1.09 -0.89
Ge -2.62 -2.17 -1.02
C -2.98 -2.95 -2.83
C -2.91 -4.31 -3.10
C -3.22 -4.81 -4.36
C -3.60 -3.94 -5.38
C -3.66 -2.57 -5.13
C -3.36 -2.09 -3.86
C -2.49 -3.77 0.16
C -3.55 -4.66 0.29
C -3.46 -5.77 1.12
C -2.29 -6.01 1.83
C -1.23 -5.13 1.72
C -1.33 -4.02 0.90
C -4.41 -1.40 -0.58
C -4.52 -0.32 0.29
C -5.75 0.21 0.62
C -6.91 -0.35 0.11
C -6.82 -1.44 -0.75
C -5.58 -1.95 -1.10
H -2.61 -4.99 -2.31
H -3.17 -5.87 -4.55
H -3.84 -4.32 -6.36
H -3.95 -1.89 -5.91
H -3.40 -1.02 -3.67
H -4.47 -4.48 -0.26
H -4.30 -6.45 1.21
H -2.22 -6.88 2.48
H -0.32 -5.30 2.29
H -0.50 -3.32 0.84
H -3.61 0.13 0.69
H -5.81 1.08 1.27
H -7.88 0.06 0.36
H -7.72 -1.88 -1.16
H -5.52 -2.78 -1.79
B -4.04 3.30 -1.26
C -2.87 2.27 -1.17
N -2.02 1.49 -1.11
H -4.92 2.82 -1.95
H -3.57 4.30 -1.76
H -4.43 3.51 -0.14
*
```

- E_LUMO (alpha / beta) (eV) = 3.78 / 3.78
- HOMO-LUMO gap (alpha / beta) (Ha) = 0.118 / 0.239
- F_max (eV/Å) = 1.62
- E_tot (eV) = -150538.07171

Atomic partial charges in e from the Löwdin method, atoms 1 to 99: number 1, Ru, carries 1.191; number 2, O, carries -0.411; number 3, P, carries 0.678; number 4, C, carries -0.285; number 5, P, carries 0.773; number 6, O, carries -0.401; number 7, C, carries -0.232; number 8, C, carries -0.064; number 9, C, carries -0.091; number 10, C, carries -0.094; number 11, C, carries -0.080; number 12, C, carries -0.068; number 13, C, carries -0.285; number 14, C, carries -0.084; number 15, C, carries -0.069; number 16, C, carries -0.075; number 17, C, carries -0.071; number 18, C, carries -0.068; number 19, C, carries -0.307; number 20, C, carries -0.151; number 21, C, carries -0.144; number 22, C, carries -0.145; number 23, C, carries -0.143; number 24, C, carries -0.140; number 25, C, carries -0.276; number 26, C, carries -0.088; number 27, C, carries -0.104; number 28, C, carries -0.124; number 29, C, carries -0.125; number 30, C, carries -0.107; number 31, H, carries 0.059; number 32, H, carries 0.065; number 33, H, carries 0.100; number 34, H, carries 0.098; number 35, H, carries 0.095; number 36, H, carries 0.103; number 37, H, carries 0.086; number 38, H, carries 0.116; number 39, H, carries 0.108; number 40, H, carries 0.099; number 41, H, carries 0.102; number 42, H, carries 0.077; number 43, H, carries 0.077; number 44, H, carries 0.084; number 45, H, carries 0.070; number 46, H, carries 0.095; number 47, H, carries 0.100; number 48, H, carries 0.103; number 49, H, carries 0.096; number 50, H, carries 0.081; number 51, H, carries 0.089; number 52, H, carries 0.086; number 53, C, carries -0.121; number 54, C, carries -0.124; number 55, C, carries -0.060; number 56, C, carries -0.191; number 57, C, carries -0.213; number 58, C, carries -0.123; number 59, C, carries -0.265; number 60, C, carries -0.055; number 61, C, carries -0.068; number 62, C, carries -0.190; number 63, C, carries -0.081; number 64, C, carries -0.131; number 65, C, carries -0.094; number 66, C, carries -0.032; number 67, C, carries -0.229; number 68, N, carries -0.011; number 69, H, carries 0.087; number 70, H, carries 0.085; number 71, H, carries 0.087; number 72, H, carries 0.071; number 73, H, carries 0.090; number 74, H, carries 0.086; number 75, H, carries 0.093; number 76, H, carries 0.080; number 77, H, carries 0.075; number 78, H, carries 0.058; number 79, O, carries -0.115; number 80, H, carries -0.004; number 81, H, carries -0.047; number 82, C, carries -0.301; number 83, Ge, carries 0.886; number 84, C, carries -0.277; number 85, C, carries -0.110; number 86, C, carries -0.110; number 87, C, carries -0.119; number 88, C, carries -0.098; number 89, C, carries -0.116; number 90, C, carries -0.260; number 91, C, carries -0.122; number 92, C, carries -0.110; number 93, C, carries -0.116; number 94, C, carries -0.091; number 95, C, carries -0.099; number 96, C, carries -0.257; number 97, C, carries -0.108; number 98, C, carries -0.086; number 99, C, carries -0.110

4.
One molecule with the formula C6H7N at a distorted geometry, computed with the ωB97M-V functional and the def2-TZVPD basis.

Structure (ORCA input):
```
! RIJCOSX wB97M-V def2-TZVPD def2/J DEFGRID3
* xyz 0 1
C 1.82 0.18 0.20
C 0.64 -0.05 -0.71
C -0.55 -0.88 -0.28
C -0.72 0.41 -0.31
C -1.87 1.23 -0.11
C -2.78 0.31 0.07
N -3.60 -0.58 0.02
H 1.51 0.18 1.24
H 2.30 1.13 -0.02
H 2.56 -0.61 0.06
H 0.90 -0.02 -1.77
H -0.87 -1.88 -0.12
H -1.96 2.29 -0.10
H -3.90 -1.14 0.81
*
```

- E_LUMO (eV) = 1.03
- HOMO-LUMO gap (Ha) = 0.328
- F_max (eV/Å) = 2.31
- E_tot (eV) = -7821.22222
- energy above the lowest of the compared OMol25 structures with the same formula, charge and spin (kJ/mol) = 427.0

How positive or negative is each atom? The Löwdin charges in e answer that: number 1, C, carries -0.089; number 2, C, carries -0.271; number 3, C, carries 0.019; number 4, C, carries -0.220; number 5, C, carries -0.024; number 6, C, carries -0.207; number 7, N, carries 0.195; number 8, H, carries 0.076; number 9, H, carries 0.066; number 10, H, carries 0.067; number 11, H, carries 0.111; number 12, H, carries 0.093; number 13, H, carries 0.100; number 14, H, carries 0.085